The following is a DFT calculation (ωB97M-V with the def2-TZVPD basis set) of 5 unconnected molecules or ions with the total composition C18H48B2F8N3O6 in a non-equilibrium geometry.

```
85
Properties=species:S:1:pos:R:3:forces:R:3:lowdin_charge:R:1
C -4.935 -1.790 0.198 -1.06 0.10 -1.40 -0.10
O -4.044 -1.888 1.258 0.56 0.72 0.32 -0.19
C -3.717 -3.159 1.716 -0.71 -0.68 0.78 -0.21
C -3.032 -2.933 3.042 1.15 0.71 1.12 -0.07
N -1.687 -2.258 2.887 0.00 0.84 -1.57 0.05
H -0.991 -2.766 2.320 -0.08 -0.37 0.22 0.16
H -1.883 -1.493 2.224 0.01 0.31 0.21 0.13
C -0.975 -1.690 4.085 -0.81 -1.04 -0.12 -0.06
C -0.045 -2.770 4.617 1.10 1.06 0.48 -0.19
O 0.985 -2.800 3.653 -0.05 0.24 -0.45 -0.22
C 2.253 -3.364 3.962 -0.92 -1.31 0.20 -0.07
H -4.647 -2.372 -0.684 0.14 -0.30 0.25 0.10
H -5.025 -0.773 -0.189 0.60 0.18 0.49 0.09
H -5.975 -2.021 0.462 0.19 -0.47 0.30 0.10
H -3.146 -3.796 1.034 0.17 0.34 -0.26 0.14
H -4.628 -3.715 1.980 -0.04 -0.10 -0.17 0.14
H -2.867 -3.763 3.727 -0.32 -0.41 -0.44 0.14
H -3.593 -2.170 3.585 -0.29 -0.21 0.01 0.14
H -1.744 -1.345 4.775 0.14 -0.08 0.14 0.14
H -0.379 -0.856 3.730 -0.01 0.06 0.01 0.12
H -0.517 -3.743 4.781 -0.07 -0.04 -0.11 0.13
H 0.387 -2.422 5.564 -0.28 -0.12 0.17 0.14
H 2.671 -3.605 2.989 0.42 0.22 0.13 0.09
H 2.087 -4.316 4.479 0.16 -0.07 -0.02 0.09
H 2.911 -2.781 4.608 -0.17 0.51 -0.23 0.09
C -2.890 1.994 0.408 -0.86 0.67 -0.48 -0.10
O -2.076 2.589 1.410 0.87 -1.63 -0.73 -0.18
C -1.097 3.467 0.850 -0.54 1.33 1.26 -0.17
C 0.233 3.365 1.611 -1.12 0.30 -0.38 -0.09
N 0.720 1.957 1.564 0.86 1.16 0.03 0.07
H -0.102 1.380 1.337 0.18 -0.49 0.61 0.13
H 1.355 1.847 0.762 -0.06 0.10 -0.37 0.13
C 1.491 1.591 2.805 -1.36 -0.80 -0.65 -0.07
C 2.178 0.266 2.532 0.48 0.29 0.16 -0.21
O 3.072 0.518 1.473 -0.10 0.45 0.15 -0.17
C 3.838 -0.570 1.001 -0.47 -0.50 -0.53 -0.06
H -3.654 2.727 0.125 -0.09 -0.03 -0.09 0.10
H -3.418 1.103 0.741 0.30 0.00 0.50 0.08
H -2.363 1.734 -0.512 0.40 -0.06 0.19 0.07
H -1.576 4.411 1.140 0.87 0.59 -0.70 0.14
H -0.939 3.427 -0.227 -0.26 -0.43 -0.03 0.13
H 0.021 3.681 2.631 0.24 -0.44 0.21 0.13
H 0.966 4.045 1.185 0.10 -0.15 -0.12 0.13
H 0.694 1.501 3.542 0.39 -0.03 0.49 0.13
H 2.172 2.400 3.046 0.05 0.01 -0.09 0.14
H 1.428 -0.489 2.280 0.10 -0.15 -0.12 0.10
H 2.729 -0.062 3.417 -0.08 -0.05 0.20 0.13
H 3.677 -0.616 -0.078 0.13 -0.07 0.01 0.08
H 3.478 -1.514 1.419 0.08 0.00 0.06 0.08
H 4.908 -0.468 1.184 -0.07 0.24 0.26 0.10
C -2.716 0.715 -3.424 -0.39 -0.41 -0.03 -0.10
O -1.851 0.955 -4.517 0.49 0.29 0.12 -0.18
C -0.865 1.923 -4.150 -0.08 -0.68 -0.59 -0.20
C 0.288 1.804 -5.122 0.43 -1.09 -1.05 -0.05
N 1.041 0.447 -5.059 1.37 1.76 0.33 0.09
H 0.684 -0.282 -5.674 -0.60 -0.21 0.61 0.19
H 1.927 0.704 -5.502 0.13 -0.32 0.00 0.17
C 1.368 0.072 -3.657 -0.47 -1.36 1.09 -0.13
C 2.333 -1.102 -3.513 -1.20 0.16 -0.65 -0.21
O 3.605 -0.901 -4.041 0.28 -0.20 -0.43 -0.17
C 4.410 0.147 -3.501 -1.02 0.54 0.25 -0.06
H -3.145 1.628 -2.998 0.12 0.15 -0.18 0.09
H -2.205 0.168 -2.624 0.03 -0.01 -0.01 0.08
H -3.536 0.112 -3.814 0.02 -0.05 0.10 0.10
H -0.549 1.709 -3.128 0.17 0.48 0.08 0.11
H -1.302 2.915 -4.258 0.23 0.22 0.29 0.15
H 1.113 2.505 -5.035 -0.45 0.44 0.62 0.13
H -0.009 1.806 -6.172 -0.54 0.39 0.15 0.14
H 0.427 -0.256 -3.212 0.06 0.05 0.07 0.12
H 1.722 0.884 -3.028 -0.14 0.71 -0.66 0.11
H 1.849 -1.905 -4.078 0.54 -0.33 -0.06 0.13
H 2.254 -1.409 -2.465 0.54 0.16 0.16 0.13
H 4.518 0.042 -2.419 0.47 -0.27 -0.03 0.09
H 3.936 1.127 -3.603 -0.08 -0.03 -0.20 0.07
H 5.334 0.184 -4.067 0.16 -0.36 0.24 0.10
B -0.653 -1.021 0.142 -0.49 -0.31 -1.03 -1.24
F -0.079 -0.341 -0.931 0.47 -0.21 0.55 0.14
F -1.103 -0.063 1.109 0.15 -0.15 0.44 0.07
F -1.776 -1.691 -0.339 -0.11 -0.28 0.18 0.14
F 0.180 -1.950 0.813 0.06 0.46 -0.24 0.11
B 2.137 3.096 -1.625 -0.67 0.20 -0.53 -1.24
F 3.384 2.652 -2.015 0.16 -0.26 0.16 0.14
F 1.359 2.009 -1.060 0.43 0.11 0.17 0.05
F 2.209 4.134 -0.711 -0.02 -0.06 0.28 0.14
F 1.402 3.490 -2.769 0.03 0.04 -0.10 0.10
```
Forces are in eV/Å.

Calculated values
LUMO energy, eV: -1.8
Energy above the lowest of the compared OMol25 structures with the same formula, charge and spin, kJ/mol: 0.0
HOMO, eV: -12.1683
Net charge: +1


The following is a DFT calculation (ωB97M-V with the def2-TZVPD basis set) of 10 unconnected molecules or ions with the total composition C18H48F8N9O16PS2 in a non-equilibrium geometry.

```
102
Properties=species:S:1:pos:R:3:forces:R:3:lowdin_charge:R:1
C 5.967 -4.624 3.613 0.01 -0.18 0.13 0.04
C 5.312 -5.042 2.332 0.66 0.27 1.77 -0.41
O 5.342 -6.104 1.863 -0.41 -1.01 -1.19 0.23
N 4.536 -3.925 1.619 0.05 0.22 0.85 0.08
H 4.565 -3.117 2.246 0.20 0.19 -0.41 0.17
H 5.122 -3.766 0.793 -0.55 0.36 -0.14 0.19
C 3.104 -4.267 1.322 0.26 -1.15 -0.30 0.04
H 5.208 -4.487 4.389 -0.04 0.37 -0.11 0.11
H 6.601 -3.745 3.497 -0.20 0.15 0.06 0.10
H 6.582 -5.447 3.967 0.06 -0.06 -0.21 0.11
H 3.160 -5.243 0.838 -0.28 0.32 -0.61 0.11
H 2.658 -3.465 0.745 -0.13 -0.15 -0.12 0.09
H 2.546 -4.496 2.228 0.25 0.56 0.29 0.12
C 3.184 0.990 -3.740 -0.05 -0.20 0.10 0.05
C 3.258 -0.188 -2.835 0.95 0.60 0.51 -0.41
O 3.389 -0.156 -1.659 -0.23 -0.25 0.10 0.17
N 3.350 -1.564 -3.455 -0.14 -0.42 -0.52 0.11
H 3.461 -1.504 -4.472 -0.76 -0.07 -0.03 0.18
H 4.254 -1.965 -3.188 -0.23 0.01 0.49 0.18
C 2.199 -2.449 -2.972 0.66 -0.90 0.33 0.04
H 3.468 0.772 -4.766 -0.31 -0.03 -0.09 0.10
H 3.892 1.712 -3.335 -0.18 0.12 0.05 0.11
H 2.162 1.370 -3.645 0.05 0.12 -0.29 0.10
H 2.466 -3.490 -3.144 -0.16 0.05 -0.68 0.11
H 1.251 -2.170 -3.409 -0.06 0.13 -0.12 0.11
H 2.172 -2.398 -1.890 -0.16 0.65 0.01 0.06
C 0.362 4.700 -2.679 0.45 0.23 0.44 0.03
C 0.476 4.468 -4.151 -2.14 1.00 1.13 -0.39
O 0.120 3.483 -4.659 1.08 -1.45 -1.08 0.18
N 0.682 5.651 -5.097 0.62 0.87 0.04 0.09
H 0.704 6.544 -4.595 -0.36 -0.16 0.14 0.18
H 1.633 5.599 -5.477 -0.21 -0.25 -0.24 0.18
C -0.330 5.703 -6.227 0.86 0.37 -0.27 0.05
H -0.371 5.413 -2.288 -0.09 0.36 -0.89 0.11
H 1.311 5.005 -2.233 0.06 -0.36 0.10 0.10
H -0.027 3.748 -2.339 0.53 -0.10 0.39 0.05
H -1.328 5.875 -5.842 -0.02 -0.30 0.15 0.12
H -0.216 4.793 -6.803 -0.36 -0.17 0.16 0.11
H -0.005 6.544 -6.838 -0.21 0.04 -0.07 0.11
C -0.205 3.668 2.211 -0.60 -0.28 0.84 0.04
C -1.483 3.561 1.455 0.66 -0.57 0.35 -0.43
O -1.892 4.280 0.620 -0.46 0.62 -0.47 0.19
N -2.256 2.300 1.730 0.21 -0.05 0.04 0.07
H -1.946 1.660 0.972 -0.51 0.20 -0.25 0.11
H -1.929 1.738 2.538 -0.07 0.22 0.84 0.10
C -3.748 2.507 1.786 0.42 -1.20 -1.02 0.05
H 0.228 4.651 2.068 0.36 -0.19 -0.34 0.10
H 0.402 2.793 1.963 0.33 0.32 -0.27 0.09
H -0.417 3.556 3.281 -0.10 0.02 -0.04 0.10
H -4.083 2.641 0.761 -0.10 0.40 0.08 0.11
H -4.005 3.339 2.426 0.04 -0.04 0.15 0.11
H -4.126 1.540 2.113 -0.32 0.28 0.43 0.09
C -3.817 -2.354 1.560 -0.83 -0.39 -0.90 0.04
C -4.277 -1.395 0.499 0.33 -1.15 -0.06 -0.39
O -5.302 -0.822 0.403 -0.29 0.55 -0.03 0.18
N -3.291 -1.274 -0.632 1.47 1.21 -0.43 0.06
H -2.513 -0.584 -0.437 -0.89 -0.36 0.71 0.10
H -2.641 -2.075 -0.780 -0.74 -1.19 -0.12 0.11
C -3.784 -0.698 -1.903 -0.41 0.93 -0.91 0.00
H -4.677 -2.775 2.075 -0.08 0.73 0.47 0.11
H -3.109 -1.824 2.189 0.21 -0.45 0.27 0.07
H -3.446 -3.241 1.035 0.88 0.30 0.14 0.08
H -4.082 0.343 -1.775 0.03 -0.04 0.37 0.09
H -4.650 -1.171 -2.352 0.20 -0.57 0.22 0.12
H -2.948 -0.642 -2.599 -0.07 -0.38 -0.10 0.09
C -0.013 -2.227 7.150 0.36 -0.16 0.87 0.03
C 1.193 -1.496 6.668 -2.38 -0.64 -0.33 -0.42
O 2.301 -1.678 6.959 2.35 -0.03 0.16 0.20
N 0.878 -0.320 5.736 0.68 0.18 0.85 0.09
H -0.104 -0.069 5.922 -0.12 0.02 -0.98 0.15
H 1.521 0.400 6.081 -0.46 0.21 0.12 0.18
C 1.277 -0.528 4.324 0.88 -0.02 -0.44 -0.02
H -0.671 -1.494 7.624 -0.40 -0.16 -0.37 0.11
H 0.316 -2.897 7.944 0.16 0.03 -0.04 0.11
H -0.518 -2.844 6.411 -0.19 0.50 -0.29 0.10
H 2.365 -0.638 4.285 -0.01 -0.18 0.51 0.10
H 1.113 0.383 3.763 -0.74 -0.22 -0.16 0.08
H 0.853 -1.431 3.905 -0.62 0.29 -0.08 0.10
P -3.388 1.893 -4.803 -0.31 0.72 -0.43 0.17
F -4.359 3.169 -4.997 -0.25 -0.25 -0.05 -0.16
F -3.475 1.534 -6.365 0.12 -0.18 0.21 -0.14
F -2.132 2.909 -5.155 -0.06 -0.29 0.37 -0.20
F -2.335 0.687 -4.513 0.04 -0.01 -0.29 -0.17
F -3.283 2.267 -3.218 -0.16 0.18 -0.02 -0.20
F -4.635 0.921 -4.496 0.13 -0.01 0.15 -0.15
N -1.076 0.459 -0.194 3.64 -2.27 0.53 -0.25
S 0.251 -0.555 0.373 -3.04 -1.85 4.92 0.56
O 1.257 0.006 1.222 0.21 0.87 -0.99 -0.27
O 0.547 -1.721 -0.373 0.31 0.38 -0.87 -0.24
F -0.749 -1.095 1.510 0.17 -0.31 -0.28 -0.20
S -0.215 0.928 -1.419 -1.71 6.19 -4.02 0.41
O -0.018 0.056 -2.521 0.41 -0.67 0.36 -0.23
O 0.816 1.869 -1.058 1.04 -1.23 0.39 -0.28
F -1.270 2.014 -1.943 0.08 -1.13 0.27 -0.18
N -2.385 -0.166 4.483 -0.23 0.45 0.17 -0.56
O -3.561 0.185 4.400 0.78 -0.56 -0.07 0.04
O -1.487 0.484 3.836 0.04 0.13 0.00 -0.13
O -1.997 -1.114 5.208 -0.09 0.59 -0.26 -0.04
N -1.314 -4.604 -1.409 1.05 -0.48 -1.38 -0.59
O -1.279 -5.800 -1.085 -0.25 1.12 0.23 -0.01
O -0.696 -4.220 -2.450 -0.42 0.05 1.07 -0.08
O -1.946 -3.749 -0.722 -0.18 0.03 0.31 -0.11
```
Forces are in eV/Å.

Calculated values
LUMO energy, eV: -5.8
HOMO, eV: -11.4494
Net charge: +2